{
  "formula": "C17H21BrCl2HfO4",
  "method": "the ωB97M-V functional and the def2-TZVPD basis",
  "e_homo_ev": 1.20,
  "charge": -2,
  "gap_ha": 0.0945,
  "e_tot_ev": -122557.93666,
  "species": ["C", "H", "H", "Cl", "H", "H", "Cl", "H", "H", "H", "C", "C", "H", "C", "C", "O", "H", "O", "H", "C", "H", "H", "C", "C", "C", "O", "O", "H", "C", "Hf", "H", "H", "C", "H", "C", "H", "H", "C", "C", "H", "H", "H", "C", "C", "C", "Br"],
  "positions_angstrom": [[-1.60308, -0.47134, -2.61487], [-1.78003, -3.37926, -2.71794], [1.77337, 1.54294, -3.81822], [1.91020, 3.54146, 2.21284], [-3.52402, -1.18375, -2.09922], [-0.38783, -0.18343, 9.14088], [-2.44929, 0.34792, 0.31810], [2.04755, -1.61628, -0.72820], [2.55889, -1.77581, -2.40407], [-0.36570, 2.69155, -3.20759], [-3.06160, -0.45369, -2.77472], [-0.72104, 0.61673, -2.88986], [2.16952, 1.48901, -2.11444], [0.60917, 0.15767, -2.67970], [1.72152, -1.93134, -1.72366], [2.36476, 0.22149, 0.81439], [2.35830, -0.29715, 1.70068], [0.46258, 2.42296, -0.40351], [-0.78450, -2.17045, 7.62266], [0.65223, 0.09021, 3.74065], [-1.40362, 1.93703, -4.42247], [1.51696, -2.99755, -1.70568], [0.54608, -1.16781, -2.16572], [0.84937, 1.04044, 6.15934], [-0.82139, -1.57242, -2.15491], [0.00861, 0.89001, 2.89810], [1.63135, -0.61768, 3.36299], [-3.47586, 0.52489, -2.50110], [-1.35492, -2.89862, -1.82456], [1.09215, 1.70656, 1.27286], [-3.34560, -0.68991, -3.81595], [2.69462, 0.16538, -3.09246], [-0.03315, -1.17535, 5.90185], [0.27459, 3.14981, -1.10656], [1.86409, 0.86968, -2.95736], [-0.56138, -3.54159, -1.43362], [-0.07958, -2.03423, 5.22073], [-0.07202, -0.10614, 8.09556], [-1.15232, 1.94287, -3.35084], [-2.04061, 2.26235, -2.78982], [0.83237, 1.82519, 8.23752], [-2.15053, -2.80912, -1.07658], [0.57942, 1.01032, 7.54617], [0.47836, -0.01494, 5.27736], [-0.34458, -1.21727, 7.28215], [1.95170, 2.46797, 5.56481]],
  "lowdin_charge": [-0.338, 0.057, 0.058, 0.021, 0.042, 0.095, -0.490, 0.044, 0.047, 0.042, -0.155, -0.287, 0.034, -0.283, -0.101, -0.412, 0.002, -0.438, 0.101, -0.512, 0.057, 0.045, -0.259, -0.599, -0.287, -0.221, -0.012, 0.036, -0.107, 1.234, 0.054, 0.051, -0.021, 0.080, -0.109, 0.047, 0.126, -0.111, -0.110, 0.062, 0.094, 0.054, -0.148, -0.140, -0.090, 0.746]
}